47
Properties=species:S:1:pos:R:3:forces:R:3:mulliken_charge:R:1 method="wB97M-V/def2-TZVPD" orbital_gap_ev=4.58 homo_energy_ev=-13.80 charge=+2 lumo_energy_ev=-9.2209
Pd 0.10837 -1.24906 0.06952 -0.478 0.032 -0.103 0.86
N -1.54947 -2.85881 1.16909 -0.052 -0.056 0.068 -0.37
C -0.90871 -4.13613 0.84911 -0.008 -0.077 0.018 -0.64
C -0.39372 -4.12663 -0.57794 0.010 -0.004 -0.024 -0.55
N 0.53777 -2.99401 -0.90075 0.013 0.065 -0.041 -0.19
C 1.99315 -3.27371 -0.69329 0.016 0.018 0.015 -0.59
C 2.38142 -2.92859 0.72431 0.004 0.030 0.023 -0.58
N 1.89603 -1.54328 0.99190 0.045 0.041 0.034 -0.44
H -1.71134 -2.78236 2.16670 -0.007 0.017 0.002 0.24
H -2.46092 -2.79470 0.72786 -0.015 0.008 -0.009 0.23
H -1.58151 -4.99380 0.93896 0.017 -0.007 0.010 0.42
H -0.09909 -4.30947 1.55843 -0.008 0.023 -0.004 0.27
H -1.23749 -4.03674 -1.26379 -0.006 0.034 0.013 0.42
H 0.11317 -5.06609 -0.80555 -0.021 -0.005 -0.024 0.33
H 0.42179 -2.81501 -1.89500 0.006 0.014 -0.005 0.35
H 2.53947 -2.63235 -1.38654 0.008 -0.023 -0.013 0.40
H 2.22623 -4.31025 -0.93992 -0.016 -0.011 0.029 0.37
H 3.46030 -2.99654 0.86218 -0.002 0.000 0.011 0.44
H 1.90845 -3.59002 1.44631 0.009 -0.001 -0.016 0.22
H 2.56857 -0.84535 0.68303 0.017 -0.060 -0.033 0.30
H 1.76023 -1.38008 1.98798 0.027 0.016 -0.006 0.34
F -3.93280 3.86676 -2.78329 -0.019 0.030 -0.006 -0.18
C -3.38971 2.83087 -2.26230 -0.039 -0.049 0.062 0.57
C -2.23113 2.30410 -2.91991 0.004 0.001 -0.005 0.12
F -1.81337 2.91373 -4.00245 0.006 -0.014 0.013 -0.24
C -1.60950 1.24214 -2.37770 -0.113 -0.031 -0.036 0.67
F -0.53487 0.71751 -2.88878 0.051 -0.017 -0.018 -0.27
C -2.14995 0.56817 -1.16304 0.121 0.173 0.173 0.68
O -1.81964 -0.56010 -0.83655 0.043 -0.211 -0.179 -0.69
C -3.34197 1.22117 -0.52644 -0.039 -0.081 -0.069 0.47
F -3.78226 0.67261 0.54888 0.016 0.015 0.009 -0.21
C -3.94569 2.30658 -1.08468 -0.001 0.050 -0.096 0.15
F -4.98986 2.89092 -0.54658 -0.012 0.012 0.011 -0.24
Br 4.31175 5.55457 1.85038 -0.005 -0.001 -0.003 -0.11
C 2.91498 4.36387 1.46401 0.000 -0.003 0.000 -0.01
C 3.21337 3.10153 0.96271 -0.003 0.003 -0.002 -0.66
C 2.18291 2.21844 0.70132 0.011 -0.045 -0.026 -0.21
C 0.86072 2.59934 0.90983 -0.120 0.103 0.078 0.46
C 0.57067 3.87845 1.37489 0.010 0.010 -0.029 -0.41
C 1.59897 4.75598 1.67119 -0.006 0.005 0.006 -0.57
C -0.23656 1.65573 0.60213 -0.275 -0.104 0.114 0.48
O -1.20492 2.09223 -0.09065 0.114 0.036 -0.126 -0.53
O -0.21815 0.46932 1.05916 0.698 0.049 0.111 -0.75
H 4.24160 2.82563 0.77612 0.001 -0.003 0.004 0.46
H 2.40648 1.25044 0.26628 -0.005 0.015 0.065 0.30
H -0.45715 4.18071 1.52589 0.001 0.002 0.004 0.44
H 1.38336 5.74227 2.05697 0.003 -0.001 0.002 0.45